C6H10BClNO3 | ωB97M-V/def2-TZVPD

Calculated values
* HOMO: -11.897 eV
* spin multiplicity: 1
* energy above the lowest of the compared OMol25 structures with the same formula, charge and spin: 89.66 kcal per mole
* largest force on an atom: 4.42 eV/Å
* total charge: +1

Element x y z (Å)
B (-0.80956, -0.78473, -1.21528)
C (0.26792, 2.20188, -1.07352)
C (1.56789, 1.56515, -1.04526)
C (-0.64022, 1.87224, -0.15533)
C (1.70914, 0.49174, -0.26683)
C (0.67548, -0.08407, 0.56583)
C (0.26668, -2.10990, 1.65489)
N (-0.39976, 0.99367, 1.00066)
O (-0.22117, -0.86430, -2.34184)
O (-1.98239, -0.92000, -0.73042)
O (0.95634, -0.89587, 1.61395)
Cl (3.05801, -0.55608, -0.40292)
H (0.21753, 2.90893, -1.89615)
H (2.41098, 1.94577, -1.67372)
H (-1.65105, 2.29716, 0.10068)
H (0.25749, -2.50246, 2.68404)
H (0.83661, -2.72260, 1.08114)
H (-0.77872, -2.06688, 1.22265)
H (-0.01027, 1.52841, 1.83211)
H (-1.22432, 0.41047, 1.46892)
H (0.17074, -1.42716, -2.94543)
H (-2.90011, -1.11887, -1.11332)

---

C6H10BNO3 | ωB97M-V/def2-TZVPD

Calculated values
* HOMO (alpha / beta): -8.201 / -7.934 eV
* spin multiplicity: 1
* energy above the lowest of the compared OMol25 structures with the same formula, charge and spin: 93.16 kcal per mole
* largest force on an atom: 4.11 eV/Å

Element x y z (Å)
B (-1.72567, 1.46107, -0.52821)
C (-0.78465, -2.20117, 0.05890)
C (-0.11924, -1.50648, 1.26970)
C (-1.84347, -1.26512, -0.60004)
C (-1.91777, -0.01072, -0.56214)
C (0.93543, 0.59183, 0.88911)
C (2.90536, 1.07932, -0.28940)
N (1.03191, -0.62765, 0.88989)
O (-2.46519, 2.32028, 0.31653)
O (-0.70237, 1.99183, -1.34414)
O (1.68117, 1.52028, 0.41697)
H (-1.29386, -3.14602, 0.37815)
H (-0.10378, -2.59354, -0.67164)
H (-0.80437, -0.91308, 1.73065)
H (0.36441, -2.11631, 2.12439)
H (-2.51745, -1.92564, -1.02449)
H (3.75616, 1.89942, -0.11912)
H (2.63752, 0.77872, -1.28001)
H (3.25676, 0.14624, 0.08936)
H (-1.91470, 3.06647, 0.28691)
H (-0.37620, 1.45024, -2.03137)

---

C6H10Br2N2O2 | ωB97M-V/def2-TZVPD

Calculated values
* HOMO: -9.405 eV
* spin multiplicity: 1
* energy above the lowest of the compared OMol25 structures with the same formula, charge and spin: 54.21 kcal per mole
* largest force on an atom: 4.85 eV/Å
* SMILES string: CCCCOC(=O)NN=C(Br)Br

Element x y z (Å)
C (4.04082, 0.71504, -0.04083)
C (2.86658, -0.22379, -0.17988)
C (1.45345, 0.46727, -0.07576)
C (0.45480, -0.59312, 0.24939)
O (-0.84182, 0.02912, 0.07165)
C (-1.82860, -0.87845, 0.01806)
O (-1.88531, -2.06141, 0.03075)
N (-2.93437, -0.02901, 0.10735)
N (-4.13802, -0.56989, -0.07759)
C (-5.21762, 0.03065, -0.08204)
Br (-6.82941, -0.93680, -0.03694)
Br (-5.47793, 2.01444, 0.00903)
H (4.00613, 1.32735, 0.75286)
H (5.04579, 0.30536, 0.12140)
H (4.05682, 1.44719, -0.98728)
H (3.06173, -0.76297, -1.23027)
H (3.06144, -0.87724, 0.66728)
H (1.33539, 1.18714, 0.75269)
H (1.39603, 0.98445, -1.13179)
H (0.65168, -1.49358, -0.48798)
H (0.64295, -1.05498, 1.21104)
H (-2.92054, 0.97322, 0.33888)

---

C6H10Cl2Si | ωB97M-V/def2-TZVPD

Calculated values
* HOMO: -8.834 eV
* spin multiplicity: 1
* energy above the lowest of the compared OMol25 structures with the same formula, charge and spin: 44.98 kcal per mole
* largest force on an atom: 6.00 eV/Å
* SMILES string: C[C@@H]1C=C[C@H](C)[Si]1(Cl)Cl

Element x y z (Å)
C (-0.83420, -1.56434, -1.39187)
C (-1.33376, -0.60795, -0.35683)
C (-1.04118, 0.73549, -0.91407)
C (-0.10611, 1.46631, -0.30437)
C (0.67024, 1.03729, 0.85081)
C (2.15051, 0.79434, 0.62198)
Si (-0.50979, -0.78122, 1.39577)
Cl (-1.53646, -0.66865, 3.02917)
Cl (0.69775, -2.43603, 1.49313)
H (0.24023, -1.51128, -1.54884)
H (-1.31604, -1.25441, -2.33541)
H (-1.06191, -2.61803, -1.05475)
H (-2.44697, -0.68358, -0.18182)
H (-1.65967, 1.20240, -1.73435)
H (0.23036, 2.54598, -0.50498)
H (0.47850, 1.98034, 1.44100)
H (2.21167, 0.05008, -0.25287)
H (2.70382, 0.59536, 1.59226)
H (2.46300, 1.71789, 0.15603)

---

C6H10Cl3P | ωB97M-V/def2-TZVPD

Calculated values
* HOMO (alpha / beta): -5.924 / -9.145 eV
* spin multiplicity: 3
* largest force on an atom: 9.61 eV/Å

Element x y z (Å)
C (-3.81822, -0.74376, -0.47050)
C (-2.90125, 0.23332, -0.25904)
C (0.49613, 1.20997, -0.75709)
C (1.04107, 0.29166, 1.49498)
C (-0.16431, -1.14528, -0.17574)
C (0.02128, 0.27571, 0.35117)
P (-1.60252, 0.76978, 1.20768)
Cl (-4.09208, -1.98227, 0.67518)
Cl (-2.83814, 1.37307, -1.57297)
Cl (-1.63549, 2.73020, 0.97295)
H (-4.41183, -0.80055, -1.36741)
H (1.34400, 0.75254, -1.26456)
H (-0.27584, 1.39748, -1.49767)
H (0.82401, 2.16252, -0.34693)
H (0.81784, -0.48716, 2.22121)
H (1.02495, 1.25468, 2.00745)
H (2.04599, 0.12931, 1.10873)
H (-0.78746, -1.14999, -1.06740)
H (0.80037, -1.58214, -0.42729)
H (-0.63946, -1.77225, 0.57700)

---

C6H10ClF | ωB97M-V/def2-TZVPD

Calculated values
* HOMO (alpha / beta): -5.113 / -11.186 eV
* spin multiplicity: 3
* largest force on an atom: 7.29 eV/Å

Element x y z (Å)
C (0.17737, 0.41609, 1.54411)
C (0.39769, -0.00371, 0.26565)
C (0.99369, 0.22885, 2.77634)
C (0.24206, 0.72770, -2.10693)
C (-1.21059, -1.18715, -1.10631)
C (-0.51479, 0.16390, -0.91344)
F (-1.05590, 0.99668, 1.73576)
Cl (1.78026, -1.09901, -0.00691)
H (0.70817, -0.71966, 3.23716)
H (0.47628, 0.99877, 3.38097)
H (2.12484, 0.29816, 2.49859)
H (1.30001, 0.67781, -1.73686)
H (-0.02331, 1.85377, -2.34983)
H (0.09746, 0.16909, -3.07667)
H (-1.54322, -1.60385, -0.24561)
H (-2.12389, -0.83400, -1.65984)
H (-0.52574, -1.81852, -1.68674)
H (-1.30038, 0.73509, -0.54943)

---

C6H10ClN | ωB97M-V/def2-TZVPD

Calculated values
* HOMO: -8.614 eV
* spin multiplicity: 1
* energy above the lowest of the compared OMol25 structures with the same formula, charge and spin: 95.56 kcal per mole
* largest force on an atom: 8.09 eV/Å
* SMILES string: C/C=C(/Cl)[C@@H]1CN1C

Element x y z (Å)
C (-1.00693, 2.23834, 0.03616)
C (-1.86783, 1.11306, 0.10234)
C (-1.40050, -0.17997, -0.22918)
Cl (-2.67244, -1.50650, -0.20778)
C (-0.16391, -0.93324, -0.35400)
C (0.43774, -1.45252, 0.97514)
N (1.11478, -0.43348, 0.22837)
C (2.32269, -0.56018, -0.53366)
H (-0.75568, 2.66215, -1.01461)
H (0.14787, 1.95184, 0.45779)
H (-1.34165, 3.08521, 0.72634)
H (-3.01312, 0.82630, 0.53187)
H (-0.22759, -1.47190, -1.20747)
H (0.86291, -2.45338, 0.77913)
H (-0.24067, -1.36151, 1.80149)
H (2.29226, 0.28136, -1.33094)
H (3.10287, -0.16266, 0.15936)
H (2.40918, -1.64293, -0.92034)

---

C6H10ClN | ωB97M-V/def2-TZVPD

Calculated values
* HOMO: -9.272 eV
* spin multiplicity: 1
* energy above the lowest of the compared OMol25 structures with the same formula, charge and spin: 0.00 kcal per mole
* largest force on an atom: 1.63 eV/Å
* SMILES string: NCC1=CCC[C@H]1Cl

Element x y z (Å)
N (0.13882, 0.98960, 2.45570)
C (-0.79583, 0.14403, 1.71494)
C (-0.39651, 0.04678, 0.26959)
C (-0.71802, 0.88743, -0.71700)
C (-0.17040, 0.47522, -2.05949)
C (0.84534, -0.61930, -1.68130)
C (0.41182, -1.10661, -0.29209)
Cl (1.81754, -1.54393, 0.75574)
H (1.06925, 0.57917, 2.39105)
H (-0.11714, 0.97215, 3.43241)
H (-1.78179, 0.54616, 1.77156)
H (-0.86803, -0.90543, 2.14497)
H (-1.31634, 1.76972, -0.58381)
H (0.29538, 1.32138, -2.59847)
H (-0.97294, 0.08195, -2.69100)
H (0.90051, -1.43555, -2.40342)
H (1.83805, -0.18618, -1.60693)
H (-0.17973, -2.01657, -0.30244)

---

C6H10ClN | ωB97M-V/def2-TZVPD

Calculated values
* HOMO: -9.204 eV
* spin multiplicity: 1
* energy above the lowest of the compared OMol25 structures with the same formula, charge and spin: 19.79 kcal per mole
* largest force on an atom: 2.55 eV/Å
* SMILES string: C[C@H]1[C@H]2CNC[C@]21Cl

Element x y z (Å)
C (2.19199, 0.98945, -0.13097)
C (1.32924, -0.21915, 0.21478)
C (0.14369, -0.14959, 1.18026)
C (-0.41913, 1.21165, 1.47005)
N (-1.24247, 1.61988, 0.30306)
C (-0.84558, 0.82878, -0.81024)
C (-0.06915, -0.38881, -0.31278)
Cl (-0.58199, -1.94546, -0.88379)
H (1.67650, 1.94402, -0.15638)
H (2.67448, 0.77251, -1.09133)
H (3.01864, 1.16485, 0.56164)
H (1.86146, -1.17495, 0.20491)
H (-0.02518, -0.89917, 1.96785)
H (-1.02766, 1.13477, 2.37318)
H (0.37988, 1.92492, 1.76205)
H (-2.18892, 1.30995, 0.51025)
H (-0.11322, 1.39658, -1.39305)
H (-1.65130, 0.52611, -1.50262)

---

C6H10ClN3 | ωB97M-V/def2-TZVPD

Calculated values
* HOMO: -6.986 eV
* spin multiplicity: 1
* energy above the lowest of the compared OMol25 structures with the same formula, charge and spin: 40.11 kcal per mole
* largest force on an atom: 5.59 eV/Å
* SMILES string: CNc1nc(C)n(C)c1Cl

Element x y z (Å)
C (-1.39731, -3.11215, 0.17846)
N (-0.16379, -2.45662, -0.22147)
C (-0.02917, -1.10379, -0.24441)
N (-0.98560, -0.18479, -0.40664)
C (-0.39356, 1.01643, -0.33433)
C (-1.20573, 2.26703, -0.21583)
N (0.92330, 0.95176, -0.00064)
C (1.84489, 2.03280, 0.21757)
C (1.34534, -0.33779, 0.26138)
Cl (3.01547, -0.74576, -0.04698)
H (-2.11736, -2.84173, -0.52077)
H (-1.36351, -4.15784, -0.01708)
H (-1.93954, -2.84966, 1.15522)
H (0.62564, -3.02196, -0.26324)
H (-0.77446, 2.98093, -0.79805)
H (-2.27945, 1.94948, -0.31399)
H (-1.21629, 2.73667, 0.75722)
H (1.19722, 2.71482, 0.81315)
H (2.63128, 1.71410, 0.79619)
H (2.28261, 2.44804, -0.79577)

---

C6H10CsO6 | ωB97M-V/def2-TZVPD

Calculated values
* HOMO (alpha / beta): -16.440 / -16.440 eV
* spin multiplicity: 2
* largest force on an atom: 6.78 eV/Å
* total charge: +2

Element x y z (Å)
O (-1.93384, -1.31878, 3.89487)
C (-1.73312, -0.18403, 3.45708)
O (-1.03392, 0.07942, 2.36506)
C (-0.83600, -0.96178, 1.37262)
C (-1.88672, -0.85406, 0.28499)
C (-3.32138, -1.18653, 0.70165)
C (-3.54161, -2.60517, 1.16020)
O (-3.18491, -3.47223, -0.00188)
C (-3.04264, -4.71887, 0.08730)
O (-3.23759, -5.33423, 1.19861)
O (-2.73869, -5.37350, -0.96546)
H (-0.83215, -1.92842, 1.88806)
H (0.16198, -0.76457, 0.96919)
H (-1.56997, -1.52269, -0.52817)
H (-1.86586, 0.17118, -0.10910)
H (-3.99819, -0.98039, -0.13806)
H (-3.66137, -0.54161, 1.52425)
H (-4.59027, -2.81956, 1.39075)
H (-2.89897, -2.90428, 1.99630)
H (-2.67208, -6.34052, -0.86155)
Cs (0.19087, 4.14967, 3.99559)
O (-1.33577, 0.61339, 4.43491)
H (-1.34910, -0.20985, 5.18561)

---

C6H10F2 | ωB97M-V/def2-TZVPD

Calculated values
* HOMO (alpha / beta): -7.472 / -8.022 eV
* spin multiplicity: 1
* energy above the lowest of the compared OMol25 structures with the same formula, charge and spin: 103.83 kcal per mole
* largest force on an atom: 4.22 eV/Å

Element x y z (Å)
C (-0.30075, 0.33611, 0.02174)
C (1.10784, 0.50182, -0.28833)
C (-1.31024, -0.86319, 0.41699)
C (1.48647, 0.91280, -1.63858)
C (2.01054, -0.23502, 0.66229)
C (-2.75236, -0.64927, 0.61119)
F (-1.11744, 1.03675, -0.94020)
F (-0.79177, -1.76590, 1.36583)
H (-0.39619, 0.91080, 1.04848)
H (1.02565, 1.77902, -1.95234)
H (1.43507, 0.02405, -2.34244)
H (2.53648, 1.12457, -1.58289)
H (1.45623, -1.24879, 0.78671)
H (1.94063, 0.26717, 1.72895)
H (2.98719, -0.37802, 0.30948)
H (-3.01875, -0.05207, -0.32176)
H (-3.14912, -0.04358, 1.37097)
H (-3.14949, -1.65724, 0.74390)

---

C6H10F3O5S2 | ωB97M-V/def2-TZVPD

Calculated values
* HOMO: -5.791 eV
* spin multiplicity: 1
* largest force on an atom: 3.28 eV/Å
* total charge: -1

Element x y z (Å)
C (2.59306, 0.03266, -0.57295)
C (2.62001, 0.90993, -1.90434)
S (1.08238, 0.82509, -2.94159)
C (-0.26844, -0.07881, -2.05905)
C (-1.14563, 0.81476, -1.07389)
O (-0.38784, 1.54540, -0.08431)
C (-0.10623, 2.85902, -0.48323)
O (-0.88532, 3.64799, -1.02688)
H (3.27408, 0.56914, 0.18220)
H (3.04870, -1.00342, -0.70952)
H (1.58040, -0.04471, -0.07266)
H (2.83961, 2.01418, -1.72106)
H (3.47860, 0.53144, -2.56015)
H (0.11328, -1.03104, -1.54670)
H (-0.98245, -0.45879, -2.87329)
H (-1.85045, 1.44145, -1.70013)
H (-1.81762, 0.07665, -0.48565)
H (0.94051, 3.24708, -0.22173)
C (-1.22965, -1.50983, 3.23363)
F (-0.15647, -1.04071, 2.55255)
F (-0.73101, -2.20780, 4.28027)
F (-1.83741, -0.42393, 3.76535)
S (-2.36875, -2.52362, 2.16936)
O (-1.55421, -3.63419, 1.69020)
O (-2.80009, -1.61829, 1.10897)
O (-3.44906, -2.93961, 3.05461)